Here is 10 unconnected molecules or ions with the total composition C25H58N21O15P in a non-equilibrium geometry from the OMol25 dataset. Energies are from wB97M-V/def2-TZVPD.

E_LUMO ... 0.20 eV
Orbital gap ... 7.97 eV
SMILES ... CC(C)=Nc1c(COCOCCO)c(CP(=O)(O)O)cc2nccnc12.NC(N)=O.NC(N)=O.NC(N)=O.NC(N)=O.NC(N)=O.NC(N)=O.NC(N)=O.NC(N)=O.NC(N)=O
Largest force on an atom ... 2.54 eV/A
E_HOMO ... -7.767 eV
Energy above the lowest of the compared OMol25 structures with the same formula, charge and spin ... 132.7 kJ/mol

```
120
Properties=species:S:1:pos:R:3:forces:R:3:lowdin_charge:R:1
C 3.446764 2.427151 1.727769 0.60 -0.44 0.19 -0.015
C 4.018509 1.375871 0.752330 0.56 0.31 0.42 -0.338
C 5.438357 0.887003 1.073794 0.11 0.90 -0.58 -0.031
N 3.411758 0.942056 -0.289664 0.49 -2.10 1.35 0.108
C 2.180580 0.252329 -0.063663 -0.70 1.85 -0.69 -0.152
C 0.968097 0.892095 -0.229058 -0.77 -0.60 0.47 -0.066
C 0.944940 2.351663 -0.650453 0.53 -0.25 -0.15 -0.136
O 0.053192 3.182731 0.101864 -0.37 -0.14 -0.49 -0.111
C -0.645750 4.073119 -0.753180 0.40 0.87 -0.49 -0.263
O -0.972176 5.260356 -0.088147 -0.77 -0.80 -0.57 -0.095
C -2.262089 5.229896 0.530662 0.29 0.38 1.09 -0.151
C -2.105666 4.786562 2.021214 -0.29 0.79 -0.54 -0.207
O -2.198561 5.929399 2.877788 0.52 -0.47 -0.11 -0.089
C -0.235005 0.110464 -0.026050 0.15 1.06 -0.40 -0.185
C -1.660697 0.678499 -0.175457 0.91 0.13 0.60 -0.136
P -2.559066 0.383954 1.417157 -1.08 -0.85 -0.95 0.500
O -3.459283 -0.756764 1.192646 0.02 -0.23 0.35 -0.291
O -3.429103 1.709042 1.845363 1.36 -0.44 0.08 -0.150
O -1.541446 0.104834 2.650393 -0.67 1.19 -0.55 -0.109
C -0.147932 -1.200158 0.306382 -0.17 -0.58 0.00 -0.003
C 1.091811 -1.871810 0.496189 -1.77 0.67 -0.34 -0.198
N 1.028064 -3.195366 0.824738 1.76 0.58 -0.03 0.145
C 2.235344 -3.685903 0.978448 0.05 -1.06 0.22 -0.082
C 3.459656 -2.970207 0.787393 0.02 0.20 0.12 -0.088
N 3.502559 -1.704603 0.430503 -0.76 -0.78 0.51 0.124
C 2.264551 -1.139088 0.303058 0.75 0.56 -0.27 -0.141
H 2.635281 2.041748 2.361509 -0.01 0.21 -0.37 0.092
H 3.154800 3.315577 1.148338 -0.33 -0.43 0.20 0.079
H 4.256449 2.768159 2.392528 -0.34 -0.23 -0.12 0.069
H 5.500567 -0.205729 1.030246 -0.32 0.28 -0.27 0.063
H 6.105630 1.307857 0.300168 0.04 -0.24 0.35 0.083
H 5.766567 1.207230 2.072545 -0.08 0.11 -0.40 0.069
H 1.957037 2.765556 -0.516165 -0.31 -0.23 -0.24 0.108
H 0.715146 2.394925 -1.732564 -0.09 0.03 0.39 0.140
H -0.010741 4.386596 -1.603578 0.05 -0.25 0.41 0.140
H -1.543713 3.600046 -1.202133 0.15 0.03 0.37 0.118
H -3.006111 4.637454 -0.028216 0.46 -0.07 0.02 0.112
H -2.617866 6.271534 0.563650 0.09 -0.34 -0.09 0.129
H -1.097530 4.356510 2.115393 -0.48 -0.38 0.01 0.120
H -2.916724 4.101884 2.293178 0.34 0.11 0.06 0.093
H -1.321814 6.347935 2.836552 -0.45 0.38 0.16 0.058
H -1.684170 1.723507 -0.491874 0.10 -0.27 0.28 0.057
H -2.128172 0.101267 -0.981589 -0.34 0.16 0.60 0.085
H -3.218111 1.915338 2.768342 -0.41 0.20 -0.13 0.065
H -1.252111 0.953507 3.022999 0.42 -0.36 0.07 0.086
H -1.076150 -1.770308 0.422384 0.41 0.02 0.06 0.125
H 2.310182 -4.744166 1.252962 -0.04 0.37 -0.04 0.119
H 4.412624 -3.484131 0.933692 -0.32 0.07 -0.19 0.108
N -0.728696 -4.461774 5.660142 0.09 -0.14 0.40 0.145
C -0.155000 -3.840543 4.583747 -0.08 0.07 -0.31 -0.696
N -0.924490 -3.828087 3.472075 0.10 -0.06 -0.43 0.163
O 0.965290 -3.339545 4.635411 0.01 -0.03 0.14 -0.019
H -1.644056 -4.873584 5.634780 -0.05 0.12 -0.18 0.075
H -0.196083 -4.496247 6.508493 0.02 0.02 -0.05 0.091
H -0.546745 -3.383056 2.656028 0.19 -0.04 -0.02 0.063
H -1.853177 -4.238354 3.421440 0.32 0.33 0.22 0.039
N 5.004676 -2.271235 -2.221832 -0.34 -0.04 0.03 0.175
C 5.879101 -3.303684 -2.092665 -0.07 0.08 -0.07 -0.685
N 6.849627 -3.352567 -3.050483 0.35 -0.39 -0.18 0.143
O 5.805154 -4.125756 -1.186104 0.05 0.03 0.01 -0.003
H 5.058369 -1.590628 -2.957313 0.19 -0.01 0.01 0.077
H 4.273241 -2.196972 -1.533849 0.22 0.14 -0.05 0.061
H 7.515899 -4.099706 -2.988105 -0.11 -0.05 0.05 0.097
H 6.925383 -2.684620 -3.800260 -0.05 0.06 0.31 0.051
N 7.645371 1.339788 -4.664841 0.00 -0.07 -0.31 0.154
C 7.662799 0.248575 -3.844629 0.11 0.15 0.24 -0.659
N 8.498468 0.335467 -2.776290 0.04 -0.17 0.10 0.171
O 6.974959 -0.739125 -4.056373 -0.07 0.25 -0.40 0.003
H 8.199826 2.161061 -4.512755 -0.03 0.00 0.06 0.099
H 7.034953 1.303598 -5.461557 -0.05 0.06 0.07 0.107
H 8.530587 -0.453860 -2.154637 -0.04 0.02 -0.01 0.112
H 9.072016 1.133705 -2.580684 -0.03 0.01 -0.02 0.098
N -5.554818 -5.400930 3.953717 0.11 -0.13 0.09 0.168
C -4.668167 -4.404016 3.697770 -0.34 0.37 -0.16 -0.647
N -5.192853 -3.275039 3.160692 0.05 0.08 -0.11 0.185
O -3.464824 -4.504808 3.930213 -0.41 -0.51 0.29 -0.013
H -6.540884 -5.335941 3.766200 0.01 -0.10 -0.09 0.079
H -5.191317 -6.247960 4.349330 -0.04 0.00 -0.04 0.106
H -4.553830 -2.521548 2.962096 -0.04 0.00 -0.10 0.092
H -6.170936 -3.150842 2.951930 -0.01 0.11 0.07 0.073
N -8.636143 -8.257798 0.833075 -0.16 -0.09 0.06 0.147
C -7.856028 -7.278376 1.378952 0.13 0.03 -0.12 -0.682
N -6.872695 -6.798849 0.563302 0.08 0.15 0.03 0.156
O -8.024865 -6.863234 2.512747 -0.05 0.04 0.11 0.017
H -8.514461 -8.613791 -0.095404 0.04 0.02 0.01 0.091
H -9.368528 -8.632517 1.407155 0.03 0.01 -0.01 0.102
H -6.279151 -6.078389 0.935047 0.02 -0.04 0.00 0.098
H -6.715067 -7.125347 -0.370679 -0.01 -0.02 0.02 0.093
N -4.173116 2.555686 -2.718311 0.04 0.06 0.17 0.159
C -3.424652 1.694709 -3.471713 -0.05 0.01 -0.02 -0.669
N -3.658969 1.748989 -4.815377 0.05 -0.07 -0.15 0.152
O -2.608942 0.934658 -2.978950 -0.04 0.10 -0.20 0.028
H -4.848983 3.188524 -3.101712 0.01 -0.01 -0.01 0.094
H -4.028702 2.540642 -1.724688 -0.07 -0.04 -0.02 0.093
H -3.126278 1.129546 -5.397952 -0.01 0.01 0.03 0.105
H -4.324453 2.365760 -5.240571 0.00 0.01 0.03 0.092
N -9.584025 -1.800263 0.565906 -0.19 0.00 0.10 0.147
C -8.296965 -1.751678 1.021046 0.15 0.02 -0.20 -0.681
N -7.342387 -1.629044 0.053181 0.18 -0.04 0.08 0.159
O -8.019382 -1.812763 2.207028 0.03 -0.15 0.11 0.018
H -9.834153 -1.751365 -0.402812 0.05 0.00 0.00 0.090
H -10.309269 -1.890253 1.253274 0.03 -0.01 -0.01 0.102
H -6.382964 -1.587621 0.354671 0.02 0.06 -0.02 0.097
H -7.546638 -1.576676 -0.926147 -0.03 0.00 0.02 0.091
N -1.070227 10.585012 3.180401 0.01 0.07 -0.18 0.150
C -0.764658 9.359172 3.697147 -0.06 0.03 0.10 -0.671
N -0.807126 9.278485 5.058601 0.06 -0.12 0.10 0.154
O -0.475077 8.407213 2.992716 0.05 -0.10 -0.05 0.025
H -1.310922 11.380760 3.739372 0.01 -0.03 0.03 0.092
H -1.048702 10.678741 2.181819 0.00 -0.02 0.03 0.104
H -0.588597 8.390612 5.471673 -0.03 0.02 -0.02 0.106
H -1.042865 10.048101 5.655108 -0.01 0.01 -0.03 0.093
N 8.841845 -1.425040 -8.614969 -0.07 -0.12 -0.05 0.148
C 9.580081 -0.280342 -8.724954 0.01 -0.04 -0.04 -0.691
N 9.604105 0.497848 -7.599466 -0.02 0.16 0.14 0.145
O 10.170463 0.024860 -9.744076 -0.01 0.01 0.03 0.026
H 8.348873 -1.693150 -7.784115 0.02 0.03 0.01 0.091
H 8.800715 -2.021473 -9.420427 0.01 0.02 0.02 0.103
H 10.136269 1.346851 -7.642331 0.01 -0.04 -0.03 0.100
H 9.124316 0.264613 -6.749635 0.02 -0.03 -0.01 0.067
```
Forces are in eV/Å.

***

Here is 7 unconnected molecules or ions with the total composition C25H60BFN6O7Si from the OMol25 dataset. Energies are from wB97M-V/def2-TZVPD.

E_LUMO ... 0.46 eV
Orbital gap ... 9.14 eV
SMILES ... C[Si](C)(C)OCCBCCF.CN(C)C=O.CN(C)C=O.CN(C)C=O.CN(C)C=O.CN(C)C=O.CN(C)C=O
Largest force on an atom ... 0.85 eV/A
E_HOMO ... -8.680 eV

```
101
Properties=species:S:1:pos:R:3:forces:R:3:lowdin_charge:R:1
C 0.743812 1.821776 -1.196256 0.07 -0.12 -0.29 -0.132
Si 0.382314 0.189903 -2.053170 -0.47 0.20 -0.50 0.412
C 1.836463 -0.165799 -3.172971 0.03 0.11 0.05 -0.147
C -1.132587 0.413889 -3.116284 0.40 -0.12 0.56 -0.146
O 0.033509 -1.081851 -1.030350 0.65 0.32 0.05 -0.215
C 1.077734 -1.554506 -0.189953 -0.48 -0.53 0.46 -0.253
C 1.169504 -0.773997 1.154966 0.16 0.02 0.29 -0.128
B 2.669800 -0.432766 1.404372 0.07 -0.03 -0.21 -0.118
C 3.339695 0.963091 1.072300 0.05 -0.07 0.73 -0.124
C 2.559244 2.114754 1.689251 0.14 -0.44 0.22 -0.244
F 2.714504 3.299700 0.988123 0.06 0.26 -0.12 -0.060
H 0.306982 2.605371 -1.820175 -0.09 0.05 0.04 0.033
H 1.815524 2.021920 -1.175608 -0.02 0.02 0.24 0.023
H 0.316247 1.927282 -0.201936 0.03 0.04 0.06 0.024
H 1.889942 0.676534 -3.869089 0.00 0.02 -0.04 0.032
H 2.797317 -0.209388 -2.658904 0.03 -0.12 0.03 0.027
H 1.699975 -1.066998 -3.768488 0.02 -0.11 0.03 0.034
H -1.975468 0.687976 -2.481767 -0.14 0.00 -0.11 0.035
H -0.922456 1.221844 -3.814522 -0.18 -0.04 -0.19 0.014
H -1.345433 -0.506419 -3.655068 -0.16 0.05 -0.16 0.036
H 0.824430 -2.579718 0.073918 0.08 -0.12 -0.19 0.114
H 2.033137 -1.623613 -0.719374 0.01 0.18 -0.17 0.103
H 0.813376 -1.433064 1.947839 -0.15 0.01 0.01 0.096
H 0.500441 0.083756 1.126426 -0.02 0.04 -0.19 0.080
H 3.372997 -1.295211 1.848489 0.02 -0.05 -0.11 0.081
H 3.435612 1.108223 -0.005627 -0.17 -0.08 -0.10 0.104
H 4.347275 0.959228 1.490313 0.16 0.15 -0.25 0.089
H 2.928326 2.293344 2.700943 -0.04 0.06 0.10 0.102
H 1.498369 1.885541 1.768184 -0.13 0.21 -0.21 0.096
C 1.439319 3.347947 -8.174754 -0.10 0.02 0.10 -0.064
N 0.458164 2.735835 -7.305051 0.05 0.11 -0.05 -0.200
C -0.435585 3.579806 -6.528018 0.01 -0.09 0.00 -0.035
C 0.339543 1.399080 -7.182772 0.01 -0.06 0.04 -0.354
O -0.469747 0.849568 -6.462850 0.01 -0.04 -0.02 0.011
H 2.122651 3.978688 -7.602286 0.03 0.00 -0.03 0.089
H 0.951979 3.962359 -8.934819 0.03 0.00 -0.02 0.088
H 2.017967 2.573012 -8.673460 0.01 -0.02 0.00 0.080
H -0.310448 3.391093 -5.461642 -0.01 0.02 0.01 0.088
H -1.474485 3.371962 -6.784183 -0.01 0.01 0.01 0.094
H -0.212270 4.622883 -6.737527 0.01 0.01 -0.01 0.085
H 1.061735 0.840268 -7.803362 -0.01 0.01 -0.01 0.132
C 0.289092 -5.591901 -4.568366 -0.03 0.06 0.09 -0.060
N 0.770046 -4.917935 -3.382283 -0.14 -0.05 -0.06 -0.189
C -0.193478 -4.455671 -2.389205 0.33 0.11 -0.09 -0.024
C 2.076158 -4.702532 -3.164553 0.12 0.02 0.03 -0.362
O 2.533080 -4.145119 -2.181944 0.00 0.03 0.00 0.001
H -0.375974 -4.939322 -5.137355 -0.01 -0.02 -0.03 0.091
H -0.259831 -6.497071 -4.299972 0.00 -0.01 -0.03 0.088
H 1.131254 -5.868536 -5.200430 0.02 0.00 0.00 0.079
H -0.102069 -3.375928 -2.263798 -0.09 0.00 0.07 0.084
H 0.016569 -4.927298 -1.429532 -0.07 0.01 0.04 0.084
H -1.199228 -4.704629 -2.701908 -0.05 -0.03 -0.02 0.065
H 2.720168 -5.088677 -3.974935 -0.01 0.01 0.01 0.129
C -1.094808 5.588745 2.324032 -0.08 -0.07 -0.05 -0.057
N -1.680516 5.005999 1.133324 -0.03 0.01 0.12 -0.198
C -2.874180 4.187136 1.247322 0.07 0.02 -0.07 -0.045
C -1.149157 5.191778 -0.089642 0.17 0.01 -0.12 -0.357
O -1.597660 4.717616 -1.115864 -0.07 -0.02 -0.01 0.002
H -0.800321 4.809513 3.029642 0.04 0.03 0.02 0.088
H -1.806188 6.255589 2.816111 0.02 0.01 0.02 0.087
H -0.208732 6.159623 2.055849 0.04 -0.02 0.03 0.081
H -2.683944 3.180618 0.872550 -0.02 -0.01 0.00 0.088
H -3.687758 4.613639 0.659831 -0.02 -0.02 0.00 0.091
H -3.170993 4.134641 2.292088 0.01 0.01 0.02 0.083
H -0.243538 5.821464 -0.077134 -0.02 0.00 0.03 0.135
C 5.173027 3.977034 4.988995 -0.05 0.10 0.07 -0.058
N 4.168721 5.019468 4.975325 0.06 -0.05 0.06 -0.198
C 4.024988 5.890198 6.128807 -0.04 0.00 -0.07 -0.043
C 3.355154 5.213378 3.917885 -0.03 -0.03 -0.13 -0.348
O 2.498351 6.074347 3.861235 -0.05 0.01 0.05 0.011
H 4.993527 3.277224 5.808132 0.02 -0.03 -0.01 0.089
H 6.171423 4.403184 5.107221 0.02 -0.03 -0.01 0.089
H 5.140400 3.428688 4.049334 0.00 0.00 -0.02 0.079
H 3.019276 5.812378 6.542600 0.00 0.01 0.02 0.091
H 4.190292 6.929674 5.844804 0.00 0.01 0.02 0.092
H 4.750525 5.602421 6.885679 0.01 -0.01 0.00 0.084
H 3.541191 4.506897 3.092102 -0.01 0.05 -0.02 0.114
C -4.161066 -6.529094 1.639279 0.12 0.04 -0.03 -0.059
N -3.329842 -5.815043 0.694787 0.02 -0.06 0.19 -0.187
C -1.995464 -5.391047 1.103869 -0.06 -0.11 -0.24 -0.037
C -3.749237 -5.525984 -0.548935 -0.05 0.17 -0.04 -0.346
O -3.095199 -4.904950 -1.365244 -0.08 -0.11 -0.02 0.010
H -4.342764 -5.920580 2.528760 -0.02 -0.02 0.01 0.081
H -3.680999 -7.459672 1.949224 -0.03 -0.02 0.02 0.090
H -5.118174 -6.767810 1.179172 -0.01 0.00 -0.01 0.081
H -1.891798 -4.312117 1.022042 0.03 0.03 0.02 0.085
H -1.245021 -5.856759 0.463776 0.02 0.00 0.01 0.085
H -1.827730 -5.685519 2.134227 0.00 0.03 0.05 0.080
H -4.768328 -5.894002 -0.761524 0.02 -0.02 0.00 0.132
C -4.920222 -2.565715 4.967645 0.11 -0.05 0.06 -0.060
N -3.561803 -3.049035 4.829275 -0.11 -0.01 0.08 -0.199
C -2.877158 -3.599873 5.986864 0.02 0.02 -0.08 -0.041
C -2.900982 -3.003948 3.656867 0.04 0.04 -0.16 -0.353
O -1.763079 -3.399417 3.492705 -0.01 0.03 0.13 0.005
H -4.968519 -1.756068 5.698333 -0.04 0.01 -0.01 0.089
H -5.584428 -3.369043 5.292914 -0.03 0.02 -0.01 0.088
H -5.272411 -2.189694 4.009334 0.00 0.00 -0.02 0.083
H -1.973911 -3.029044 6.202313 0.01 -0.01 0.02 0.093
H -2.583431 -4.633210 5.800845 0.01 -0.01 0.02 0.091
H -3.542631 -3.562330 6.845572 -0.02 0.01 0.00 0.085
H -3.500084 -2.569979 2.837097 0.01 0.00 0.01 0.139
```
Forces are in eV/Å.

***

Number 1: E -3607.64883 Eh. Number 2: E -2258.02670 Eh.